The following is a DFT calculation (wB97M-V/def2-TZVPD) of a structure of composition C30H50N7O3PPt.

XYZ file:
```
92
Properties=species:S:1:pos:R:3:lowdin_charge:R:1
Pt 0.20828 -0.10736 0.19272 1.05
N 0.48459 1.82771 1.52168 -0.06
C -0.20348 2.81053 2.39223 -0.23
C -1.25617 3.68731 1.71033 -0.20
C -2.69498 3.32794 2.08148 -0.22
C -3.14699 1.95359 1.62124 -0.29
N -3.11553 1.89461 0.16217 0.02
H 1.15753 1.33657 2.10314 0.04
H 1.03678 2.33522 0.84520 0.01
H 0.56725 3.45863 2.82467 0.11
H -0.65039 2.26234 3.22393 0.12
H -1.11159 3.68726 0.62766 0.11
H -1.08359 4.71285 2.04682 0.10
H -3.37734 4.07635 1.66405 0.11
H -2.79287 3.40342 3.16891 0.11
H -4.14200 1.74962 2.03646 0.11
H -2.48064 1.18163 2.01500 0.08
H -3.58044 2.70833 -0.22595 0.07
H -3.61400 1.08379 -0.18168 0.04
O -1.86153 -0.85641 0.89898 -0.24
N -2.82466 -1.31152 0.21873 -0.01
C -2.88838 -1.09670 -1.08850 -0.34
C -1.87607 -0.30242 -1.69014 -0.18
N -0.91778 0.34102 -1.73787 0.09
C -3.97956 -1.65358 -1.81761 -0.19
N -4.86694 -2.08834 -2.40556 0.14
C 1.36425 -4.15148 2.88116 -0.01
N 0.94344 -3.85669 1.51964 -0.05
C 0.67646 -4.87830 0.63406 -0.05
C 0.25697 -4.64502 -0.61339 0.02
C 0.07325 -3.26680 -1.07437 -0.51
O -0.33344 -2.98977 -2.19243 0.02
N 0.40852 -2.29155 -0.15723 0.05
C 0.78232 -2.56355 1.09945 -0.55
O 1.00234 -1.59890 1.88061 -0.10
H 0.69846 -4.89394 3.31937 0.09
H 1.31050 -3.23586 3.46072 0.09
H 2.38755 -4.53046 2.89627 0.09
H 0.81755 -5.87496 1.03086 0.13
H 0.02958 -5.45149 -1.29296 0.11
C 3.51711 -2.38123 -4.10848 -0.20
C 2.51365 -1.23027 -4.28260 -0.17
C 2.01855 -0.68868 -2.93159 -0.22
C 3.12060 -0.82183 -1.87493 -0.43
C 3.42800 -2.30862 -1.59584 -0.18
C 3.18996 -3.17110 -2.84639 -0.18
P 2.74473 0.22907 -0.39633 1.07
C 3.42181 1.85803 -1.03251 -0.37
C 4.89201 1.89269 -1.54900 -0.17
C 5.96447 2.64280 -0.72652 -0.19
C 5.40231 3.59884 0.32171 -0.20
C 4.09247 4.19265 -0.17257 -0.19
C 3.04144 3.08928 -0.17004 -0.22
C 3.81905 -0.43422 0.93898 -0.43
C 5.32079 -0.53935 0.67027 -0.19
C 5.93537 -1.54645 1.65384 -0.17
C 5.26342 -1.47311 3.03651 -0.19
C 4.72478 -0.06983 3.29019 -0.19
C 3.59880 0.26386 2.29713 -0.20
H 4.53739 -1.98855 -4.03352 0.11
H 3.50318 -3.02817 -4.98696 0.11
H 1.64972 -1.57943 -4.85143 0.11
H 2.97212 -0.42694 -4.86599 0.11
H 1.13669 -1.23704 -2.60435 0.07
H 1.69975 0.35091 -3.04448 0.09
H 4.02572 -0.38740 -2.30644 0.09
H 2.82822 -2.69117 -0.77039 0.09
H 4.47348 -2.40586 -1.29098 0.10
H 2.14596 -3.48597 -2.89526 0.10
H 3.79249 -4.07937 -2.77952 0.11
H 2.80730 1.92727 -1.93590 0.10
H 4.85130 2.35930 -2.53471 0.11
H 5.24973 0.88309 -1.73741 0.08
H 6.56369 3.22385 -1.43126 0.11
H 6.65906 1.94108 -0.26392 0.09
H 6.13623 4.37267 0.55188 0.11
H 5.20617 3.06594 1.26017 0.10
H 4.22103 4.61241 -1.17563 0.12
H 3.75943 5.00828 0.47189 0.11
H 2.07945 3.48217 -0.51202 0.11
H 2.91509 2.80588 0.87708 0.07
H 3.42646 -1.45225 1.03988 0.09
H 5.77286 0.44431 0.80813 0.09
H 5.53895 -0.84258 -0.35377 0.10
H 7.00738 -1.35719 1.74613 0.11
H 5.83159 -2.55510 1.24512 0.11
H 5.97023 -1.76365 3.81500 0.11
H 4.43358 -2.18456 3.09317 0.11
H 5.54358 0.64909 3.18796 0.11
H 4.35498 0.02972 4.31195 0.11
H 3.55184 1.34964 2.17199 0.09
H 2.64129 -0.07122 2.69957 0.09
```

Summary:
orbital gap (alpha / beta) = 7.46 / 7.94 eV
LUMO energy (alpha / beta) = 0.3 / -0.4 eV
ΔE to the lowest compared entry with this formula, charge and spin = 137.7 kJ/mol
multiplicity = 3
energy = -61027.74885 eV


The following is a DFT calculation (wB97M-V/def2-TZVPD) of the molecule C5H8N3O2PS.

XYZ file:
```
20
Properties=species:S:1:pos:R:3:lowdin_charge:R:1
C -0.74692 -1.18492 -1.96511 -0.42
C 0.28914 -2.56682 -0.30963 -0.50
C 1.41551 -0.89802 1.17690 -0.71
C -0.20339 1.53252 2.65001 -0.33
C -0.89708 1.43674 -2.85440 -0.32
N -0.21224 -1.40336 -0.91564 0.17
N 1.10173 -2.27696 0.72448 0.20
N 0.64422 -0.00645 0.67244 -0.21
O 0.07143 -3.66350 -0.79240 0.10
O 2.29263 -0.84479 1.95410 0.07
P 0.38172 1.63014 0.90956 0.79
S -1.48838 -0.28581 -3.07743 0.99
H 0.59080 1.53926 3.31427 0.00
H -0.84258 0.70355 2.78042 0.01
H -0.85874 2.42125 2.89170 0.05
H -0.07156 1.24856 -2.33577 -0.05
H -1.71122 2.12105 -2.38570 0.09
H -0.54467 1.95381 -3.76527 0.06
H 1.51886 -2.99518 1.21175 0.12
H -0.72925 1.53894 0.11572 -0.11
```

Summary:
orbital gap (alpha / beta) = 6.05 / 5.99 eV
LUMO energy (alpha / beta) = -1.7 / -1.7 eV
multiplicity = 1
energy = -34000.30740 eV


The following is a DFT calculation (wB97M-V/def2-TZVPD) of the molecule C4H9NO.

XYZ file:
```
15
Properties=species:S:1:pos:R:3:lowdin_charge:R:1
C 2.13436 0.53366 -0.27437 -0.09
C 1.37449 -0.64689 0.38965 -0.24
N 0.06436 -0.94328 -0.12729 0.06
C -1.05790 -0.04422 -0.05968 -0.38
C -0.86957 1.46084 0.16751 0.01
O -2.20636 -0.59906 -0.14841 -0.01
H 1.68435 1.49532 -0.14364 0.04
H 3.17534 0.46072 0.02478 0.07
H 2.17374 0.17298 -1.28763 0.07
H 1.30922 -0.47387 1.34637 0.04
H 2.06318 -1.70868 0.09100 0.20
H -0.16902 -1.73531 0.13712 0.01
H -0.39803 1.81026 -0.85424 0.14
H -0.43216 1.52884 1.06494 0.04
H -1.69456 2.02484 0.36099 0.04
```

Summary:
orbital gap = 10.40 eV
LUMO energy = 0.9 eV
ΔE to the lowest compared entry with this formula, charge and spin = 306.7 kJ/mol
multiplicity = 1
SMILES = CCNC(C)=O
energy = -7829.14075 eV


The following is a DFT calculation (wB97M-V/def2-TZVPD) of the molecule C2H3N3O.

XYZ file:
```
9
Properties=species:S:1:pos:R:3:lowdin_charge:R:1
O -1.97100 -0.49864 0.00004 0.07
N -0.66435 -0.36433 -0.00991 -0.25
C 0.17083 0.68632 0.02113 -0.07
C 1.39681 0.15081 -0.03017 -0.15
N 1.28673 -1.21216 -0.02878 0.01
N -0.00716 -1.51252 0.03278 0.05
H -2.35441 0.42020 -0.09919 0.16
H -0.14739 1.68616 0.01809 0.11
H 2.28994 0.64418 0.09600 0.07
```

Summary:
orbital gap = 10.23 eV
LUMO energy = 0.3 eV
ΔE to the lowest compared entry with this formula, charge and spin = 333.1 kJ/mol
multiplicity = 1
SMILES = On1ccnn1
energy = -8637.04174 eV